Entry 1:
59
Properties=species:S:1:pos:R:3 method="wB97M-V/def2-TZVPD" orbital_gap_ev=8.21 lumo_ev=-0.060 total_energy_ev=-36264.597 multiplicity=1 e_homo_ev=-8.27
H -3.24 0.30 -0.98
H -0.52 -3.83 0.11
C -1.25 0.94 -0.72
H -0.17 -1.50 2.09
H 1.84 -2.96 0.14
H -0.95 5.02 0.20
H -0.47 -3.74 3.31
C -0.56 -3.23 0.87
C -0.91 3.54 -1.09
H -4.67 3.18 -0.56
C -3.01 1.92 -3.13
H -2.93 -3.90 0.88
C -0.14 3.41 -2.73
N -2.47 3.41 -1.44
H -0.45 4.16 -3.44
C -0.52 2.32 -0.31
C 0.13 -1.97 1.15
C -0.43 4.76 -0.45
H 6.76 -0.60 1.64
C -0.26 -4.24 2.24
C 5.67 -3.65 1.67
C -0.05 -0.96 -0.04
C -4.51 2.62 -1.38
H 5.98 -4.79 1.46
H -0.21 2.18 -3.13
H -2.11 1.46 -3.32
C -3.02 2.36 -1.73
C 6.18 -1.33 1.76
H -0.53 5.48 -1.48
C 4.15 -3.42 1.65
C 4.83 -1.11 1.66
H -2.54 4.21 -2.30
H 0.73 4.89 -0.42
H -5.23 1.83 -1.55
H -5.04 3.46 -2.39
F 4.38 0.19 2.02
F 3.36 -4.40 1.91
H 0.75 -4.62 2.11
H 0.56 2.09 -0.16
C -2.24 -2.95 1.10
C 3.75 -2.11 1.87
H -2.54 -2.26 0.14
H 7.59 -2.99 1.62
O 0.08 -1.50 -1.16
C -2.62 1.20 -0.84
H -2.48 -2.46 1.92
C 2.41 -1.92 2.03
N -0.78 0.04 0.42
H 0.99 3.63 -2.49
C 6.62 -2.51 1.55
H -0.87 2.82 0.76
H -0.89 -5.28 1.97
N 1.45 -2.48 1.24
H -1.08 0.29 1.30
H -3.05 2.61 -3.95
O 2.14 -0.97 2.88
H -3.93 1.09 -3.17
H -0.77 0.62 -1.56
H -2.92 1.62 0.23

---

Entry 2:
18
Properties=species:S:1:pos:R:3 method="wB97M-V/def2-TZVPD" orbital_gap_ev=8.75 lumo_ev=0.057 total_energy_ev=-83315.610 multiplicity=1 e_homo_ev=-8.70
H 2.63 -0.44 1.01
H -0.68 -1.61 -0.96
H -1.87 -0.54 1.46
C -0.60 0.64 0.23
H 1.22 -1.61 0.83
C 1.04 -0.49 -1.75
F -0.62 1.89 -0.29
H -1.85 1.29 1.64
H 1.26 -0.25 -2.70
C -1.93 0.45 0.91
H -2.72 0.58 0.05
Br -1.68 -0.46 -2.68
C 1.69 -0.64 0.51
N 1.94 -0.41 -0.90
F 1.35 1.65 0.97
C -0.32 -0.82 -1.48
C 0.68 0.50 1.02
H 0.46 0.25 2.14

---

Entry 3:
96
Properties=species:S:1:pos:R:3 method="wB97M-V/def2-TZVPD" orbital_gap_ev="5.00 / 5.38" s_squared=0.755 lumo_ev="3.396 / 3.396" total_energy_ev=-147401.707 multiplicity=2 e_homo_ev="-1.60 / -1.99" total_charge=-2
H 4.72 2.49 0.49
N 1.90 1.77 -0.90
H 6.68 0.99 -6.74
H -2.69 4.06 3.64
C -1.16 -4.32 0.18
H 0.99 5.79 1.80
H 2.49 -4.15 -5.86
C -3.27 -2.55 0.46
S 2.15 -1.40 -0.52
H -2.58 -5.86 0.66
C 3.78 2.54 -0.03
O -0.26 -1.25 -2.96
S -1.26 5.12 2.07
H 3.45 -4.86 -4.55
H -1.06 3.39 3.70
C 0.91 2.30 5.53
C 1.03 1.67 4.30
C 0.52 4.93 2.26
H 3.11 0.43 -0.06
Ti 0.92 -0.01 -1.86
C -2.42 -4.80 0.51
C -3.75 0.90 -1.47
H -1.82 -0.13 4.33
H 1.88 1.86 3.66
H 2.40 -4.35 2.88
O -0.33 1.33 -2.77
C -1.86 3.69 3.02
H 3.78 0.08 -6.37
H -2.73 1.75 2.87
P 0.37 0.03 2.17
H -0.26 2.28 1.58
C -1.16 0.85 -3.65
C 2.56 -4.27 -4.77
H 1.68 -4.81 -4.43
O -1.80 -1.30 -4.59
H -1.89 -1.91 2.82
C 0.24 -1.75 2.60
C 3.12 3.60 -0.63
C -1.24 1.87 1.32
C -5.83 1.56 -0.47
H 1.68 2.99 5.86
H -0.31 2.57 7.28
C -1.05 0.55 4.66
C -1.19 1.19 5.88
H 1.15 3.53 -1.73
N 3.00 1.47 -0.21
S 2.52 0.37 -3.87
C -3.29 0.43 -0.24
P -1.60 -0.29 -0.14
C -0.20 2.07 6.32
C -2.01 -2.06 0.16
H -3.17 2.82 1.55
H 2.69 -3.02 -3.01
H 0.03 -2.60 -0.30
H -6.82 2.00 -0.55
C -5.38 1.09 0.77
H -5.35 1.83 -2.54
H 0.30 -5.53 3.44
C 4.86 -0.08 -6.30
H -3.12 0.86 -2.35
H 5.31 2.02 -6.30
H 5.11 -0.98 -6.86
C 0.29 -4.47 3.21
C 5.61 1.12 -6.85
H -0.33 -5.00 0.06
H 0.80 4.91 3.32
H 5.37 1.27 -7.91
C -2.33 2.51 2.19
C 1.47 -3.81 2.91
H -4.48 -4.28 0.87
C 2.62 -2.91 -4.10
C -4.12 0.54 0.87
C 0.06 0.78 3.85
P 4.21 -0.84 -3.76
H -1.85 -4.31 3.38
I 3.76 5.57 -0.70
C 1.94 3.07 -1.16
H -1.38 2.15 0.27
N -1.19 0.38 1.46
H 1.73 -2.33 -4.31
O 3.77 -2.22 -4.60
C -0.94 -2.43 2.89
H -4.11 -1.88 0.55
C -1.08 -0.71 -3.79
O -1.98 1.51 -4.27
C -0.92 -3.78 3.19
C -0.96 -2.96 -0.02
H -3.75 0.20 1.84
O 5.24 -0.26 -4.93
H 0.90 4.03 1.77
C 1.44 -2.46 2.58
H 2.34 -1.95 2.26
H -6.02 1.18 1.64
C -5.01 1.46 -1.58
H -2.06 1.00 6.50
C -3.48 -3.91 0.64

---

Entry 4:
12
Properties=species:S:1:pos:R:3 method="wB97M-V/def2-TZVPD" orbital_gap_ev=11.24 smiles="O=C1CCCO1" lumo_ev=0.899 total_energy_ev=-8340.143 multiplicity=1 e_homo_ev=-10.35
H -1.81 -0.41 0.44
O -0.07 -2.48 0.57
H -0.90 1.56 -0.65
C -0.18 1.01 -0.04
H -0.84 0.05 1.84
C 0.14 -1.31 0.48
H 0.31 -0.27 -1.72
O 1.29 -0.81 -0.05
C 0.83 0.24 -0.90
H 1.69 0.78 -1.28
C -0.81 -0.14 0.76
H 0.34 1.72 0.61

---

Entry 5:
12
Properties=species:S:1:pos:R:3 method="wB97M-V/def2-TZVPD" orbital_gap_ev=7.96 lumo_ev=-0.438 total_energy_ev=-8797.969 multiplicity=1 e_homo_ev=-8.40
C 0.26 0.55 -1.26
H -1.27 0.46 0.70
H 1.81 0.17 0.07
C -0.91 -1.97 -0.42
O -0.19 1.11 -2.16
H 0.49 2.92 0.67
C -0.01 -1.23 0.45
H 0.71 -1.88 0.97
C -0.32 0.07 1.07
H 0.35 2.33 1.11
N -1.68 -2.54 -1.07
C 0.75 0.01 -0.11

---

Entry 6:
158
Properties=species:S:1:pos:R:3 method="wB97M-V/def2-TZVPD" orbital_gap_ev="8.07 / 3.58" s_squared=0.754 lumo_ev="-1.910 / -6.398" total_energy_ev=-72429.888 multiplicity=2 e_homo_ev="-9.98 / -9.98" total_charge=+1
O -30.17 -20.90 11.88
H -27.47 -33.23 9.56
C -26.32 -25.14 2.80
H -35.05 -24.23 8.56
H -29.25 -29.68 12.24
H -32.95 -32.73 10.83
C -29.29 -19.23 2.68
H -27.17 -23.88 6.30
H -21.11 -24.21 9.95
C -21.77 -22.26 10.64
N -29.45 -31.16 9.95
C -29.63 -21.70 10.86
H -32.92 -23.14 9.84
H -29.23 -22.29 0.94
H -29.75 -28.26 9.94
N -26.87 -23.87 2.40
C -28.53 -18.89 4.87
H -29.43 -26.08 8.79
H -28.68 -32.94 8.30
H -30.68 -30.58 12.72
H -19.87 -23.47 10.85
H -29.40 -24.58 5.41
O -27.76 -29.44 7.38
H -31.83 -32.39 12.08
H -31.60 -19.11 13.29
C -25.10 -20.00 3.78
C -23.56 -21.51 7.56
H -21.28 -22.94 12.40
H -27.92 -25.99 4.19
H -29.57 -17.95 11.59
H -25.87 -25.51 1.88
C -23.01 -21.99 9.76
H -30.88 -28.93 12.32
C -29.37 -30.88 6.37
N -32.55 -24.93 7.82
N -29.99 -18.24 12.46
O -24.33 -21.51 2.12
H -28.40 -18.76 2.27
H -23.90 -21.06 0.15
H -31.56 -24.79 7.94
C -30.86 -33.25 10.23
C -32.98 -20.64 7.62
H -27.68 -18.37 4.42
H -28.46 -21.67 4.74
C -28.81 -32.76 11.72
H -24.12 -22.44 7.43
O -28.99 -19.91 3.92
H -30.12 -30.68 7.13
C -30.31 -29.82 12.03
H -25.05 -17.79 3.85
H -31.52 -28.53 9.80
H -26.02 -21.33 4.85
C -29.34 -23.82 6.20
H -33.85 -20.78 6.97
N -30.30 -19.98 0.43
O -26.98 -27.54 3.29
C -27.82 -22.23 7.51
C -25.26 -24.89 3.89
H -31.16 -33.21 9.18
H -20.25 -22.92 9.21
H -29.10 -28.78 5.91
H -24.41 -20.87 7.82
H -22.62 -21.66 1.01
H -23.04 -20.02 2.89
H -26.76 -22.01 7.67
H -21.32 -21.27 10.68
H -24.22 -19.46 1.83
H -28.80 -34.39 9.27
H -28.83 -31.82 6.51
H -23.56 -21.17 10.20
H -30.06 -23.03 6.01
H -28.96 -33.80 12.00
C -27.94 -23.11 6.23
O -33.11 -21.38 8.84
C -29.03 -25.64 7.87
H -25.31 -27.74 1.98
O -28.23 -30.56 9.82
H -30.53 -29.28 8.67
H -30.73 -20.88 2.15
H -31.80 -17.02 10.93
H -22.41 -21.87 12.47
H -26.87 -28.08 1.22
H -23.81 -18.52 4.67
C -27.42 -26.18 3.25
H -27.75 -23.82 1.90
H -27.86 -21.20 1.24
O -22.54 -21.69 8.49
H -32.20 -20.66 11.33
H -31.54 -22.64 8.83
H -27.74 -32.54 11.77
H -32.87 -23.16 6.72
C -24.09 -20.18 2.65
H -32.28 -16.88 12.63
C -31.92 -32.42 11.00
H -33.20 -17.88 11.63
C -20.68 -23.23 10.16
H -26.26 -29.24 2.25
C -32.62 -22.72 8.88
N -25.05 -21.10 4.67
H -35.20 -22.85 7.48
C -24.87 -18.66 4.47
H -24.64 -21.81 4.08
C -23.68 -21.86 0.86
H -30.94 -34.31 10.46
H -24.39 -24.49 3.38
C -29.42 -32.59 10.31
H -32.54 -25.49 6.98
H -32.09 -20.82 7.03
C -28.49 -29.63 6.19
C -28.83 -21.52 1.60
C -32.17 -17.56 11.80
H -25.53 -18.68 5.34
H -24.87 -25.80 4.34
H -27.77 -29.76 5.37
H -31.16 -19.83 10.32
C -30.54 -28.98 9.72
H -29.26 -32.09 12.45
H -29.44 -19.06 12.69
H -23.58 -22.91 9.83
H -35.14 -24.41 6.84
C -29.84 -20.39 1.75
H -32.09 -31.09 9.42
H -28.65 -22.03 2.55
C -31.34 -18.79 12.28
H -28.30 -26.27 2.62
H -29.84 -30.99 5.39
H -28.04 -22.75 8.44
N -22.14 -22.68 11.94
N -27.73 -22.31 5.04
C -28.53 -33.33 9.30
H -30.16 -20.67 -0.29
H -27.79 -23.01 4.31
C -30.47 -30.28 10.57
H -30.36 -22.50 10.72
H -28.33 -21.27 7.48
H -28.25 -30.33 8.89
H -23.95 -22.86 0.54
H -28.27 -19.54 5.71
C -34.69 -23.80 7.62
H -26.27 -23.21 1.93
H -25.65 -24.20 4.64
H -29.10 -26.44 7.13
H -29.79 -19.15 0.14
H -30.09 -18.49 2.78
C -33.14 -23.59 7.69
H -26.09 -20.06 3.31
H -32.67 -30.47 10.99
H -32.94 -19.61 7.97
H -27.04 -28.90 7.03
H -28.76 -22.23 11.25
H -29.24 -18.14 5.23
O -29.71 -24.47 7.43
C -26.31 -28.16 2.15
C -31.26 -20.11 11.37
H -27.95 -25.55 7.98
C -31.86 -30.98 10.48
H -29.30 -21.28 9.92
H -23.05 -21.23 6.65

---

no.,molecular weight (g/mol)
1,395.5
2,212.0
3,988.7
4,86.1
5,95.1
6,827.3